Below is a structure of composition C31H48Cl3IrN4O4Si at a distorted geometry, with properties calculated with wB97M-V/def2-TZVPD.

Last column: Löwdin spin population.
Cartesian coordinates (Å):
C  -2.65435  -2.67717  -1.66482  0.00
C  -2.13749  -3.95523  -1.09041  0.00
H  -1.98675  -2.30055  -2.45560  0.00
H  -2.75631  -1.92044  -0.87898  0.00
H  -3.64400  -2.81570  -2.12729  0.00
C  -2.14810  -5.09424  -1.80817  0.00
C  -2.53011  -5.12848  -3.25109  0.00
H  -1.93265  -6.06490  -1.35622  0.00
H  -1.99228  -4.34629  -3.81134  0.00
H  -3.61208  -4.97049  -3.39591  0.00
H  -2.28425  -6.10447  -3.68836  0.00
Ir  -0.95109  -0.05681  1.07986  2.58
Cl  -0.98185  0.43904  3.36469  0.29
Cl  -2.93685  -1.13456  1.52975  0.36
H  3.16222  2.52421  -0.00318  0.00
H  3.23503  3.62661  2.88361  0.00
C  2.46818  3.37713  0.06671  0.00
C  2.39303  4.16922  2.42577  0.00
N  1.77958  3.39700  1.35741  0.00
H  1.73960  3.32027  -0.75021  0.00
C  0.94466  2.39027  1.68574  0.01
O  0.39255  1.68926  0.79470  0.09
H  1.64828  4.37184  3.20321  0.00
H  0.74584  2.26117  2.76253  0.00
H  3.03067  4.31590  -0.01407  0.00
H  2.75893  5.11609  2.01828  0.00
H  3.32969  2.06265  -4.53865  0.00
H  1.65060  -0.36049  -3.32899  0.00
C  4.07974  1.30152  -4.26889  0.00
C  2.69944  -0.65008  -3.50904  0.00
N  3.61610  0.43611  -3.19595  0.00
H  4.98569  1.81622  -3.92413  0.00
C  3.87923  0.76639  -1.91063  0.00
O  3.41819  0.19469  -0.92118  0.00
H  2.92884  -1.53411  -2.89861  0.00
H  4.57508  1.62978  -1.83791  0.00
H  4.29937  0.69524  -5.15420  0.00
H  2.83019  -0.88128  -4.57116  0.00
O  -0.75879  -2.81021  0.54519  0.13
C  -1.63321  -3.88001  0.35217  0.02
C  -0.18515  -6.00687  0.30683  0.00
C  -1.12102  -5.19826  0.94655  0.01
H  0.14092  -5.76449  -0.70441  0.00
C  0.36027  -7.11721  0.96576  0.00
H  -2.53712  -3.61116  0.91940  0.01
C  -1.58245  -5.54136  2.21983  0.00
H  1.13953  -7.69212  0.45904  0.00
C  -0.07617  -7.44172  2.25051  0.00
C  -1.06321  -6.66104  2.87286  0.00
H  -2.34753  -4.91027  2.68297  0.00
H  0.36052  -8.29754  2.77013  0.00
H  -1.40955  -6.89880  3.88147  0.00
Si  1.29357  -2.90579  0.44382  0.03
Cl  1.40176  -3.80088  -1.36820  0.00
C  3.23620  -2.72912  0.59263  0.01
C  1.36209  -3.68161  2.17977  0.00
C  0.83472  -1.05374  0.56436  0.19
H  3.51931  -2.17506  1.49781  0.00
H  3.66166  -2.19592  -0.26346  0.00
H  3.70660  -3.72301  0.65194  0.00
H  0.00111  -0.82684  -0.25024  0.05
H  1.68265  -0.36461  0.44118  0.02
H  0.47749  -1.03082  1.68303  0.03
H  1.64126  -4.74118  2.14001  0.00
H  0.38709  -3.57803  2.67166  0.00
H  2.11207  -3.15354  2.78737  0.00
C  -2.24224  6.26438  1.11907  0.00
N  -2.32828  4.85767  1.46660  0.01
N  -2.02032  3.85954  0.60418  0.01
C  -2.36050  2.65441  1.17554  0.01
O  -2.15402  1.54492  0.58354  0.10
C  -2.88228  2.97437  2.45250  0.01
C  -2.83820  4.33525  2.60383  0.00
C  -3.22738  5.18084  3.75871  0.00
C  -1.42809  4.06643  -0.67775  0.00
C  -0.35710  4.95063  -0.79170  0.00
C  0.16464  5.23986  -2.05267  0.00
C  -0.35969  4.60168  -3.18520  0.00
C  -1.39483  3.66904  -3.05298  0.00
C  -1.90751  3.36702  -1.79183  0.00
H  -1.23127  6.66197  1.27998  0.00
H  -2.92207  6.81630  1.77610  0.00
H  -2.54672  6.45737  0.08374  0.00
H  -3.19532  2.22133  3.15160  0.00
H  -2.37294  5.72807  4.18446  0.00
H  -4.01425  5.90876  3.51343  0.00
H  -3.61909  4.52286  4.54463  0.00
H  0.06291  5.40965  0.10621  0.00
H  0.97779  5.96486  -2.14316  0.00
H  0.03930  4.83383  -4.17770  0.00
H  -1.80752  3.18137  -3.93723  0.00
H  -2.68224  2.61345  -1.65114  0.00

Values from the calculation:
* multiplicity: 5
* highest occupied orbital energy (alpha / beta): -0.2599 / -0.2679 hartree
* orbital gap (alpha / beta): 6.876 / 6.058 eV
* <S²>: 6.012
* E: -3504.2748 hartree
* total charge: 0